Here is a structure of composition C66H55AsF6HgN11O22 from OMol25. Energies are from ωB97M-V/def2-TZVPD.

Structure (XYZ):
```
162
Properties=species:S:1:pos:R:3
Hg 2.94 -1.27 -0.77
As 0.21 0.01 0.57
F -0.30 -0.21 -1.08
F -1.28 -0.79 1.03
F 0.69 0.09 2.22
F 1.82 0.50 -0.01
F -0.42 1.60 0.56
F 0.97 -1.63 0.51
C -2.58 -3.28 -0.63
C -3.08 -3.20 -1.94
C -4.01 -4.08 -2.41
C -4.53 -5.04 -1.55
C -4.17 -5.02 -0.21
C -3.17 -4.18 0.26
N -5.56 -5.95 -2.05
O -5.54 -6.27 -3.21
O -6.39 -6.32 -1.22
H -1.74 -2.64 -0.41
H -2.72 -2.42 -2.61
H -4.27 -4.11 -3.46
H -4.76 -5.64 0.46
H -2.75 -4.26 1.25
C 5.12 2.38 -6.40
C 5.17 1.14 -5.82
C 4.17 0.69 -4.93
C 3.17 1.58 -4.63
C 3.10 2.86 -5.20
C 4.03 3.25 -6.13
N 2.16 1.13 -3.67
O 1.05 1.59 -3.79
O 2.41 0.29 -2.81
H 5.90 2.73 -7.07
H 6.05 0.57 -6.07
H 4.36 -0.26 -4.44
H 2.28 3.46 -4.84
H 4.02 4.22 -6.59
C -4.31 -1.19 4.28
C -3.77 -0.84 3.03
C -4.63 -0.43 2.01
C -6.01 -0.41 2.22
C -6.52 -0.69 3.48
C -5.67 -1.09 4.48
N -6.92 0.00 1.18
O -6.47 0.31 0.08
O -8.11 0.03 1.44
H -3.60 -1.57 5.00
H -2.70 -0.89 2.90
H -4.19 -0.10 1.08
H -7.57 -0.69 3.75
H -6.12 -1.36 5.43
C 8.32 2.67 -3.06
C 7.65 3.71 -2.42
C 6.45 3.42 -1.79
C 5.96 2.13 -1.65
C 6.69 1.09 -2.23
C 7.84 1.35 -2.93
N 4.72 1.84 -0.97
O 4.41 0.66 -0.74
O 3.97 2.75 -0.73
H 9.29 2.83 -3.52
H 7.94 4.75 -2.40
H 5.98 4.21 -1.22
H 6.33 0.07 -2.21
H 8.40 0.55 -3.39
C -0.54 6.14 0.06
C 0.33 5.05 0.13
C 1.70 5.26 0.22
C 2.20 6.54 0.36
C 1.35 7.63 0.30
C -0.03 7.41 0.22
N 3.65 6.74 0.45
O 4.33 5.84 0.85
O 4.07 7.82 0.09
H -1.59 5.92 -0.07
H -0.15 4.08 0.17
H 2.35 4.40 0.18
H 1.76 8.61 0.50
H -0.65 8.29 0.34
C -0.27 2.21 6.41
C 0.12 2.60 7.69
C 1.40 2.32 8.10
C 2.28 1.65 7.27
C 1.86 1.21 6.03
C 0.57 1.48 5.57
N 3.66 1.41 7.70
O 4.12 2.14 8.54
O 4.24 0.45 7.22
H -1.25 2.50 6.04
H -0.61 3.11 8.29
H 1.73 2.51 9.12
H 2.57 0.84 5.30
H 0.34 1.32 4.53
C -4.78 3.57 -0.59
C -3.43 3.48 -0.21
C -3.15 3.16 1.11
C -4.17 3.09 2.06
C -5.50 3.25 1.68
C -5.79 3.53 0.35
N -3.82 2.84 3.45
O -2.67 3.04 3.80
O -4.69 2.47 4.21
H -4.95 3.79 -1.64
H -2.71 3.79 -0.95
H -2.14 2.87 1.38
H -6.29 3.24 2.41
H -6.83 3.68 0.10
C 2.72 -2.92 4.52
C 2.79 -2.64 5.88
C 1.66 -2.18 6.57
C 0.48 -2.00 5.86
C 0.43 -2.26 4.50
C 1.51 -2.77 3.85
N -0.72 -1.56 6.58
O -0.77 -1.69 7.79
O -1.67 -1.17 5.92
H 3.56 -3.35 3.99
H 3.73 -2.78 6.40
H 1.66 -2.01 7.64
H -0.47 -2.06 3.94
H 1.45 -3.03 2.80
C -2.39 1.07 -2.76
C -2.64 1.79 -3.91
C -3.92 1.83 -4.45
C -4.97 1.17 -3.83
C -4.70 0.47 -2.66
C -3.43 0.48 -2.06
N -6.28 1.14 -4.48
O -7.07 0.29 -4.15
O -6.48 1.96 -5.35
H -1.43 1.28 -2.32
H -1.84 2.33 -4.41
H -4.12 2.35 -5.38
H -5.46 -0.12 -2.16
H -3.24 -0.06 -1.14
C -1.97 -2.24 -5.86
C -1.59 -3.55 -5.62
C -0.74 -3.93 -4.63
C -0.19 -2.95 -3.82
C -0.51 -1.62 -4.01
C -1.41 -1.26 -5.01
N 0.78 -3.33 -2.79
O 0.99 -4.51 -2.61
O 1.32 -2.45 -2.13
H -2.71 -2.04 -6.61
H -1.93 -4.31 -6.33
H -0.56 -5.00 -4.58
H -0.14 -0.86 -3.34
H -1.63 -0.22 -5.20
C 4.10 -8.13 -1.50
C 4.04 -6.91 -2.19
C 3.85 -5.76 -1.47
C 3.74 -5.77 -0.08
C 3.86 -6.98 0.59
C 3.98 -8.18 -0.13
N 3.40 -4.57 0.66
O 3.46 -4.58 1.86
O 3.06 -3.56 0.03
H 4.12 -9.06 -2.05
H 4.11 -6.82 -3.26
H 3.93 -4.84 -2.03
H 3.90 -7.02 1.67
H 3.97 -9.05 0.51
```

Its total charge is +1. As for the HOMO-LUMO gap: 4.75 eV. The calculation puts the max |F| at 2.65 eV Å⁻¹.

Here is a cluster of 11 separate species, C66H55F11 in total from OMol25. Energies are from ωB97M-V/def2-TZVPD.

Structure (XYZ):
```
132
Properties=species:S:1:pos:R:3
F 2.34 1.08 -3.53
C 3.68 0.99 -3.52
C 4.28 -0.10 -4.18
C 5.64 -0.11 -4.35
C 6.47 0.82 -3.74
C 5.89 1.84 -2.95
C 4.53 1.88 -2.89
H 3.57 -0.92 -4.48
H 6.05 -1.01 -4.79
H 7.55 0.75 -3.84
H 6.50 2.46 -2.32
H 4.08 2.69 -2.29
F -5.04 -1.36 -3.51
C -3.90 -1.70 -4.20
C -2.66 -1.30 -3.75
C -1.55 -1.71 -4.43
C -1.74 -2.61 -5.52
C -3.02 -3.00 -5.94
C -4.08 -2.54 -5.22
H -2.52 -0.53 -2.92
H -0.63 -1.37 -4.02
H -0.80 -3.04 -6.02
H -3.18 -3.68 -6.75
H -5.10 -2.85 -5.43
F -0.58 0.91 5.93
C -0.61 -0.34 5.37
C -1.81 -0.97 5.10
C -1.76 -2.20 4.45
C -0.54 -2.73 3.98
C 0.65 -2.10 4.31
C 0.60 -0.91 5.00
H -2.70 -0.53 5.50
H -2.69 -2.61 4.16
H -0.63 -3.66 3.41
H 1.68 -2.37 3.99
H 1.46 -0.30 5.11
F -2.93 -2.30 -0.40
C -3.61 -3.28 0.28
C -3.79 -4.44 -0.41
C -4.50 -5.52 0.11
C -5.00 -5.36 1.38
C -4.89 -4.13 2.04
C -4.18 -3.06 1.51
H -3.27 -4.40 -1.37
H -4.70 -6.41 -0.43
H -5.47 -6.21 1.82
H -5.37 -4.01 3.00
H -3.99 -2.26 2.22
F -3.97 1.52 2.09
C -4.91 0.54 2.17
C -5.53 0.29 3.39
C -6.51 -0.72 3.42
C -6.88 -1.31 2.24
C -6.25 -0.96 1.04
C -5.35 0.03 0.94
H -5.33 0.72 4.34
H -7.03 -0.96 4.38
H -7.71 -2.00 2.25
H -6.60 -1.48 0.14
H -5.12 0.33 -0.04
F 2.39 2.16 -0.70
C 1.41 1.37 -0.26
C 0.95 0.32 -1.02
C -0.13 -0.43 -0.53
C -0.65 -0.30 0.74
C -0.10 0.69 1.52
C 0.91 1.57 1.02
H 1.36 0.12 -2.02
H -0.52 -1.14 -1.26
H -1.34 -0.95 1.31
H -0.45 0.89 2.53
H 1.25 2.36 1.68
F 1.46 5.22 -0.77
C 0.70 5.15 0.36
C -0.66 5.25 0.20
C -1.40 5.20 1.38
C -0.74 5.11 2.67
C 0.62 5.07 2.73
C 1.35 4.99 1.52
H -1.15 5.29 -0.78
H -2.49 5.13 1.37
H -1.37 5.08 3.58
H 1.11 5.01 3.68
H 2.38 5.10 1.46
F 2.69 -4.85 -3.40
C 1.80 -4.54 -2.41
C 0.64 -4.15 -2.86
C -0.40 -3.87 -1.95
C -0.18 -3.89 -0.61
C 1.10 -4.33 -0.18
C 2.13 -4.62 -1.04
H 0.43 -4.14 -3.98
H -1.33 -3.45 -2.34
H -0.91 -3.66 0.10
H 1.25 -4.37 0.86
H 3.09 -5.09 -0.69
F 6.10 0.16 3.29
C 5.59 -0.34 2.13
C 4.30 -0.82 2.12
C 3.66 -1.11 0.95
C 4.40 -0.97 -0.24
C 5.71 -0.49 -0.28
C 6.30 -0.16 0.93
H 3.85 -0.91 3.06
H 2.57 -1.34 0.87
H 3.87 -1.06 -1.20
H 6.22 -0.35 -1.22
H 7.32 0.20 0.92
F 5.76 4.36 -0.47
C 5.56 4.29 0.91
C 4.73 3.23 1.32
C 4.44 3.16 2.64
C 4.95 4.07 3.57
C 5.72 5.14 3.12
C 6.02 5.30 1.76
H 4.23 2.66 0.48
H 3.91 2.31 3.00
H 4.92 3.84 4.68
H 6.15 5.85 3.79
H 6.70 6.02 1.39
F -5.44 2.13 -1.72
C -4.17 2.28 -2.13
C -3.95 2.11 -3.47
C -2.68 2.20 -3.97
C -1.56 2.39 -3.09
C -1.77 2.57 -1.73
C -3.10 2.57 -1.24
H -4.78 1.91 -4.13
H -2.46 2.21 -5.05
H -0.59 2.29 -3.53
H -1.00 2.78 -0.99
H -3.25 2.73 -0.20
```

As for the HOMO-LUMO gap: 9.58 eV. The calculation puts the max |F| at 4.79 eV Å⁻¹. As for the structure (SMILES): Fc1ccccc1.Fc1ccccc1.Fc1ccccc1.Fc1ccccc1.Fc1ccccc1.Fc1ccccc1.Fc1ccccc1.Fc1ccccc1.Fc1ccccc1.Fc1ccccc1.Fc1ccccc1.

Here is a structure of composition C66H55FN2O42S from OMol25. Energies are from ωB97M-V/def2-TZVPD.

Structure (XYZ):
```
167
Properties=species:S:1:pos:R:3
C 6.25 -0.84 -3.77
C 5.04 -0.26 -2.91
C 4.68 1.12 -3.52
N 3.55 1.78 -2.83
N 2.36 1.48 -3.49
C 1.52 0.50 -2.77
C 0.03 0.49 -3.20
C -0.15 0.11 -4.72
S 1.53 3.01 -3.64
O 0.90 3.37 -2.34
O 2.57 4.02 -3.95
F 0.49 3.02 -4.86
H 5.82 -1.33 -4.65
H 6.87 0.03 -4.04
H 6.80 -1.53 -3.11
H 4.23 -1.01 -3.00
H 5.38 -0.19 -1.86
H 4.39 0.96 -4.57
H 5.59 1.75 -3.51
H 3.52 1.46 -1.87
H 1.57 0.58 -1.67
H 1.92 -0.50 -3.03
H -0.44 -0.34 -2.64
H -0.54 1.39 -2.92
H -0.64 -0.88 -4.80
H -0.79 0.84 -5.24
H 0.83 -0.01 -5.22
C -3.30 -0.13 -1.03
C -4.00 -0.88 -0.17
C -5.28 -1.54 -0.57
O -5.85 -2.22 0.25
C -5.77 -1.32 -1.93
C -5.08 -0.56 -2.79
C -3.78 0.07 -2.39
O -3.18 0.74 -3.21
O -5.50 -0.34 -4.04
O -3.59 -1.08 1.09
H -2.37 0.35 -0.75
H -6.71 -1.79 -2.20
H -4.83 0.23 -4.44
H -4.26 -1.65 1.50
C 0.21 6.81 0.77
C 0.55 5.59 0.33
C 0.07 4.35 1.02
O 0.38 3.26 0.58
C -0.77 4.50 2.21
C -1.10 5.72 2.65
C -0.64 6.96 1.95
O -0.98 8.04 2.38
O -1.86 5.89 3.74
O 1.34 5.41 -0.73
H 0.56 7.71 0.29
H -1.09 3.60 2.69
H -1.95 6.85 3.84
H 1.41 4.44 -0.83
C 1.00 2.20 6.25
C 1.86 1.42 6.91
C 2.56 0.28 6.24
O 3.35 -0.39 6.87
C 2.27 0.03 4.83
C 1.40 0.81 4.17
C 0.72 1.95 4.84
O -0.05 2.64 4.19
O 1.11 0.60 2.88
O 2.14 1.61 8.21
H 0.48 3.02 6.73
H 2.77 -0.80 4.35
H 0.47 1.29 2.63
H 2.78 0.92 8.44
C 4.39 1.13 7.29
C 5.25 0.63 8.17
C 6.15 -0.51 7.81
O 6.94 -0.93 8.64
C 6.05 -1.07 6.47
C 5.18 -0.57 5.59
C 4.30 0.58 5.94
O 3.53 1.02 5.10
O 5.06 -1.06 4.35
O 5.36 1.11 9.42
H 3.73 1.96 7.54
H 6.69 -1.91 6.22
H 4.37 -0.52 3.92
H 6.05 0.57 9.84
C -1.22 5.15 -6.64
C -1.22 6.42 -7.06
C -2.30 6.96 -7.93
O -2.27 8.13 -8.27
C -3.36 6.04 -8.35
C -3.36 4.78 -7.94
C -2.30 4.24 -7.04
O -2.35 3.08 -6.68
O -4.33 3.91 -8.31
O -0.24 7.27 -6.71
H -0.44 4.75 -6.01
H -4.13 6.44 -9.00
H -4.10 3.07 -7.88
H -0.48 8.12 -7.13
C 0.57 -3.60 6.08
C 1.29 -2.49 6.24
C 2.33 -2.39 7.31
O 2.96 -1.36 7.41
C 2.52 -3.53 8.20
C 1.80 -4.65 8.03
C 0.78 -4.76 6.95
O 0.15 -5.79 6.82
O 1.95 -5.71 8.83
O 1.12 -1.41 5.46
H -0.18 -3.69 5.30
H 3.26 -3.44 8.98
H 1.31 -6.37 8.51
H 1.76 -0.75 5.79
C -1.48 -8.39 1.65
C -1.57 -9.24 2.67
C -1.62 -8.77 4.08
O -1.72 -9.59 4.98
C -1.55 -7.33 4.33
C -1.46 -6.48 3.31
C -1.43 -6.95 1.89
O -1.37 -6.12 1.00
O -1.38 -5.14 3.50
O -1.62 -10.57 2.47
H -1.45 -8.71 0.62
H -1.57 -7.00 5.36
H -1.32 -4.76 2.61
H -1.68 -10.96 3.36
C -7.37 8.11 -6.31
C -8.54 8.72 -6.48
C -9.56 8.20 -7.45
O -10.62 8.78 -7.56
C -9.22 7.01 -8.23
C -8.04 6.41 -8.06
C -7.04 6.91 -7.07
O -5.99 6.31 -6.95
O -7.70 5.32 -8.76
O -8.88 9.83 -5.80
H -6.63 8.48 -5.61
H -9.95 6.66 -8.94
H -6.80 5.08 -8.45
H -9.77 10.06 -6.10
C 9.35 -2.65 -5.31
C 8.45 -3.60 -5.04
C 8.85 -4.90 -4.42
O 8.00 -5.72 -4.17
C 10.27 -5.12 -4.14
C 11.17 -4.16 -4.42
C 10.76 -2.85 -5.01
O 11.61 -2.01 -5.23
O 12.48 -4.33 -4.18
O 7.14 -3.44 -5.30
H 9.06 -1.70 -5.75
H 10.55 -6.07 -3.71
H 12.90 -3.51 -4.47
H 6.72 -4.26 -5.01
C -7.06 -4.15 2.95
C -7.89 -5.15 3.28
C -7.41 -6.35 4.03
O -8.20 -7.22 4.32
C -5.99 -6.43 4.37
C -5.17 -5.43 4.04
C -5.65 -4.22 3.31
O -4.85 -3.35 3.05
O -3.86 -5.44 4.34
O -9.19 -5.12 2.95
H -7.39 -3.28 2.41
H -5.65 -7.31 4.90
H -3.50 -4.61 3.99
H -9.56 -5.95 3.31
```

As for the HOMO-LUMO gap: 3.87 eV. The calculation puts the max |F| at 15.85 eV Å⁻¹.